Computed, not measured: a cluster of 11 separate species, C58H136N6O18 in total, with ωB97M-V with the def2-TZVPD basis set.

Summary:
- HOMO-LUMO gap: 8.28 eV
- Multiplicity: 1
- Strongest force on any atom: 0.09767 Eh/bohr
- E: -3973.61605 Ha
- Total charge: 0
- E_HOMO: -8.0 eV
- LUMO: 0.24 eV

XYZ file:
```
218
Properties=species:S:1:pos:R:3:forces:R:3:lowdin_charge:R:1
C 6.6485 4.2681 -9.9095 -0.63 0.45 -1.17 -0.09
O 6.3918 5.5147 -10.6368 1.23 -0.82 0.39 -0.18
C 7.5953 6.0949 -11.1834 0.15 0.46 0.77 -0.24
C 8.0010 5.5339 -12.5001 -1.08 -1.46 -0.10 -0.23
N 7.0335 5.9587 -13.5357 1.41 0.50 0.02 -0.04
C 7.3728 5.5127 -14.8787 -0.92 -0.01 0.70 -0.22
C 6.1423 5.5401 -15.7758 0.48 -1.60 -0.88 -0.20
O 5.0886 4.6928 -15.2988 0.80 1.33 1.95 -0.18
C 4.2407 4.0633 -16.1705 -0.22 -0.44 -1.83 -0.15
H 6.8657 4.4031 -8.8499 -0.10 0.35 -0.02 0.08
H 7.4369 3.6551 -10.3464 0.36 0.32 -0.18 0.07
H 5.7568 3.6597 -10.0598 -0.16 0.17 0.38 0.08
H 8.4462 5.9809 -10.5118 -0.08 -0.13 0.49 0.11
H 7.4550 7.1678 -11.3156 -0.42 0.01 0.21 0.12
H 7.9137 4.4532 -12.3878 -0.15 -0.65 0.00 0.10
H 9.0838 5.5698 -12.6206 -0.06 1.20 -0.85 0.12
H 6.1844 5.4755 -13.2797 -0.32 0.12 0.01 0.10
H 7.8042 4.5139 -14.8114 -0.10 -0.49 -0.39 0.11
H 8.1155 6.1226 -15.3931 0.11 0.37 0.32 0.12
H 6.5572 5.0641 -16.6642 -0.31 0.06 -0.70 0.11
H 5.8487 6.5533 -16.0503 -0.41 0.04 0.36 0.13
H 4.8281 3.6273 -16.9786 0.12 -0.58 -0.15 0.08
H 3.5202 4.6693 -16.7199 -0.12 0.82 0.27 0.08
H 3.6322 3.2960 -15.6918 0.43 -0.01 0.39 0.09
C -6.4168 -8.2289 -7.8805 0.31 -0.06 0.33 -0.12
O -5.8332 -6.9893 -7.5173 0.80 -0.14 -0.46 -0.20
C -5.2728 -6.2121 -8.5861 -1.50 0.70 0.15 -0.19
C -4.9459 -4.7602 -8.0399 -1.59 -2.63 1.20 -0.17
N -5.9423 -3.7869 -8.4332 0.93 0.59 -0.96 -0.07
C -5.7144 -3.3341 -9.7730 0.22 1.38 -0.68 -0.23
C -6.9657 -2.6302 -10.3393 0.79 0.54 -0.57 -0.21
O -8.1244 -3.3485 -10.1166 -0.75 0.38 1.72 -0.21
C -8.4422 -4.5108 -10.7920 -0.72 -0.23 0.19 -0.11
H -6.6098 -8.6978 -6.9156 -0.36 -0.17 -0.24 0.09
H -5.7964 -8.9112 -8.4616 0.76 0.15 0.07 0.08
H -7.3099 -8.1688 -8.5025 -0.44 0.56 0.23 0.08
H -6.1061 -6.0993 -9.2796 -0.08 0.26 -0.50 0.09
H -4.5055 -6.7025 -9.1851 0.52 -0.32 0.57 0.11
H -3.8738 -4.6238 -8.1815 -0.30 1.18 -0.40 0.12
H -5.1332 -4.8271 -6.9682 0.59 -0.42 0.23 0.11
H -6.9077 -4.0779 -8.3746 0.10 -0.63 0.51 0.11
H -5.3282 -4.0531 -10.4955 -0.46 -0.94 -0.10 0.11
H -4.8388 -2.6894 -9.6965 -0.16 0.77 -0.30 0.12
H -6.9086 -2.3786 -11.3983 0.58 -0.42 -0.48 0.12
H -7.1673 -1.6422 -9.9254 0.28 -0.14 0.69 0.12
H -9.4013 -4.7801 -10.3496 -0.36 0.01 -0.52 0.09
H -7.8481 -5.3907 -10.5452 0.77 0.12 -0.39 0.07
H -8.5342 -4.2793 -11.8532 0.07 -0.56 -0.25 0.10
C -3.0990 3.1819 12.0692 -0.17 0.08 0.53 -0.05
C -2.2533 1.9550 12.3944 1.72 1.23 1.31 -0.46
C -2.3743 0.9654 11.2504 -1.26 -2.01 -0.46 -0.14
C -1.2262 -0.0559 11.0739 -1.06 1.30 -0.23 -0.17
C 0.1009 0.6756 11.0658 0.13 -2.31 1.79 -0.16
C 0.3427 1.5901 12.2795 1.22 -0.67 -0.06 -0.51
N -0.8013 2.3970 12.3725 -1.78 2.19 -0.35 -0.11
O -0.5995 3.4516 13.3188 -0.11 -0.54 0.38 -0.02
C 0.7449 0.7664 13.5956 0.05 0.00 -1.04 -0.01
C 1.6053 2.3987 11.8561 -0.74 1.00 -0.96 -0.05
C -2.6536 1.4879 13.8545 -0.18 -0.80 -0.58 -0.02
H -3.0439 3.9905 12.7980 0.59 -0.14 0.16 0.08
H -4.1351 2.8690 12.1981 -0.25 -0.03 -0.85 0.09
H -2.8140 3.5945 11.1014 -0.46 -0.16 -0.12 0.09
H -3.2889 0.3947 11.4113 -0.22 -0.27 0.48 0.11
H -2.6728 1.3730 10.2846 0.71 0.95 0.03 0.12
H -1.2022 -0.5540 10.1046 -0.82 -0.05 -0.10 0.11
H -1.3845 -0.8514 11.8020 0.66 0.10 0.35 0.11
H 0.2863 1.0689 10.0663 0.15 0.45 0.37 0.13
H 0.7154 -0.1987 11.2806 1.16 0.26 -0.65 0.11
H 0.3475 1.0706 14.5639 -0.17 0.60 -0.35 0.07
H 0.4565 -0.2790 13.4855 0.05 -0.13 -0.08 0.06
H 1.8319 0.8294 13.6464 -0.01 -0.30 0.23 0.07
H 2.3096 1.7207 11.3740 0.64 -0.11 1.08 0.09
H 1.4656 3.0543 10.9965 -1.13 -0.05 -0.51 0.08
H 1.9455 3.1924 12.5213 0.62 -0.95 0.85 0.08
H -1.9766 0.7090 14.2055 0.10 0.12 0.10 0.06
H -3.6523 1.0623 13.9525 -0.21 -0.33 -0.77 0.07
H -2.7531 2.2643 14.6131 0.85 0.48 -0.37 0.08
H -0.2148 4.1651 12.8045 -0.09 0.10 -0.19 0.10
C -2.2600 10.0124 1.8182 1.13 0.94 -0.78 -0.04
C -2.0301 11.4450 1.0219 -0.96 -2.72 1.58 -0.41
C -3.4803 12.0161 0.9631 0.05 0.76 -0.69 -0.15
C -3.5357 13.4776 0.4808 -0.64 -1.52 0.06 -0.21
C -2.7717 14.3081 1.4532 1.45 -1.43 -0.51 -0.15
C -1.2905 13.7558 1.6410 0.64 0.48 -1.82 -0.41
N -1.1994 12.2741 1.9604 -4.42 1.85 -1.51 -0.15
O 0.0658 11.8050 2.1475 1.27 -0.08 -0.07 0.00
C -0.4237 14.1553 0.2873 0.26 0.82 2.21 -0.01
C -0.7338 14.5477 2.8098 0.52 0.78 0.29 -0.08
C -1.4300 11.0440 -0.3738 0.19 0.33 1.00 -0.03
H -1.2858 9.6355 2.1299 0.18 0.20 0.15 0.06
H -2.6239 9.1966 1.1935 -0.39 0.34 -0.36 0.07
H -2.8861 10.0837 2.7075 -0.04 0.35 -0.13 0.07
H -4.1451 11.4388 0.3206 0.52 -0.47 -0.39 0.11
H -4.0150 11.9289 1.9090 0.54 0.16 0.47 0.11
H -4.5747 13.8069 0.4750 -0.14 0.02 -0.14 0.11
H -3.1880 13.4986 -0.5521 0.29 0.34 -0.01 0.11
H -3.2843 14.1931 2.4082 0.02 0.67 0.14 0.12
H -2.7357 15.3036 1.0107 0.28 0.35 0.86 0.12
H 0.3120 13.4037 0.0011 -0.34 -0.06 -0.08 0.06
H -0.8586 14.6943 -0.5544 -0.89 -0.92 -0.17 0.07
H 0.1558 14.9952 0.6705 0.58 -0.04 0.08 0.05
H 0.3462 14.5062 2.9514 0.07 -0.74 0.08 0.08
H -0.8457 15.6209 2.6558 -0.42 0.11 -0.40 0.08
H -1.2629 14.3691 3.7458 0.08 -0.44 0.02 0.08
H -2.2090 10.6008 -0.9941 -0.01 0.11 0.01 0.08
H -0.6739 10.2805 -0.1908 0.02 -0.09 -0.03 0.07
H -0.9087 11.8348 -0.9133 -0.38 0.16 0.03 0.06
H 0.0636 11.7359 3.1050 0.55 -0.28 0.12 0.11
C -1.9033 0.6050 1.5859 -0.02 0.19 0.13 -0.03
C -1.1676 -0.5924 0.9531 -1.56 -0.08 -3.28 -0.52
C -2.1364 -1.4461 0.0320 -1.00 0.34 0.25 -0.13
C -2.6310 -0.6943 -1.2028 0.64 0.80 1.03 -0.18
C -1.4827 -0.1706 -2.0104 -0.23 -1.16 -1.82 -0.17
C -0.2591 0.3487 -1.3070 1.16 1.54 1.29 -0.49
N -0.0784 -0.2766 0.0031 0.78 -1.05 1.04 -0.08
O 1.1127 0.2196 0.7004 -1.38 0.24 -0.54 -0.03
C 1.0201 0.0548 -2.1244 -0.97 0.35 -1.04 -0.02
C -0.4910 1.9158 -1.1722 0.65 -0.51 0.56 -0.02
C -0.7254 -1.5361 2.0027 1.30 1.11 1.06 -0.06
H -2.4705 0.2458 2.4446 0.41 0.13 0.44 0.08
H -2.6790 1.1488 1.0469 0.16 -0.36 -0.81 0.07
H -1.1701 1.3746 1.8272 0.04 -0.14 0.56 0.09
H -1.7348 -2.4381 -0.1747 0.63 0.21 -0.31 0.12
H -3.0537 -1.7074 0.5596 -0.04 0.19 0.67 0.11
H -3.1403 0.1990 -0.8412 -0.71 -0.24 0.07 0.10
H -3.2684 -1.2889 -1.8570 -0.20 0.07 0.28 0.12
H -1.8507 0.5826 -2.7070 0.06 0.27 0.07 0.12
H -1.2646 -1.0003 -2.6829 0.77 -0.15 -0.01 0.11
H 1.9837 -0.0345 -1.6227 -0.31 0.59 0.20 0.08
H 0.9229 -0.8382 -2.7418 -0.22 -0.25 0.24 0.07
H 0.9655 0.8762 -2.8388 0.97 0.03 -0.25 0.08
H 0.2438 2.4582 -0.5772 0.28 -0.55 0.44 0.08
H -0.4083 2.4632 -2.1111 -0.69 -0.36 -0.32 0.08
H -1.4418 2.0245 -0.6503 -0.15 0.40 -0.43 0.06
H -1.6319 -1.8111 2.5419 0.39 -0.85 -0.01 0.09
H -0.0993 -0.9586 2.6828 -0.04 -0.01 0.45 0.08
H -0.0197 -2.2650 1.6041 -0.74 -0.62 0.00 0.10
H 1.7737 -0.4444 0.4910 0.01 -0.15 0.04 0.09
C 5.4273 -10.8584 9.8750 -0.67 2.04 0.65 -0.01
C 4.7418 -9.4901 10.3607 1.33 1.37 1.49 -0.40
C 5.7737 -8.5299 11.2287 0.27 0.03 -1.69 -0.10
C 6.8199 -7.8790 10.3308 1.10 -2.69 1.36 -0.26
C 6.1908 -7.0711 9.3581 -2.10 1.77 -2.63 -0.19
C 5.2060 -7.8236 8.3635 0.49 1.05 0.67 -0.44
N 4.2747 -8.5891 9.2330 0.90 0.29 1.25 -0.12
O 3.1657 -9.0912 8.5157 0.38 -0.27 0.02 -0.02
C 4.4413 -6.6253 7.6908 0.87 0.11 -1.39 -0.05
C 5.9834 -8.6924 7.3570 -0.79 -0.56 -0.11 -0.02
C 3.5676 -9.7233 11.3554 1.20 -0.63 -0.68 -0.05
H 5.6440 -11.6020 10.6419 -0.45 0.21 0.34 0.07
H 6.4055 -10.5563 9.5009 -0.24 -0.43 -0.63 0.05
H 4.7049 -11.2498 9.1586 0.55 -0.26 -0.35 0.08
H 5.2830 -7.6158 11.5632 -0.87 -0.56 0.69 0.11
H 6.3537 -8.9915 12.0279 -0.79 -0.61 0.21 0.11
H 7.3403 -8.6869 9.8164 0.57 -0.06 -0.02 0.10
H 7.5721 -7.2941 10.8600 -0.03 -0.17 0.41 0.12
H 6.9680 -6.4772 8.8771 -0.28 -0.03 -0.85 0.13
H 5.5098 -6.3479 9.8068 0.15 0.24 0.44 0.11
H 3.8081 -6.7964 6.8203 -0.62 -0.88 0.43 0.08
H 3.9989 -5.8355 8.2979 -0.31 -0.70 0.69 0.08
H 5.1672 -6.0226 7.1448 0.82 -0.06 0.17 0.07
H 6.6546 -9.4036 7.8385 0.30 0.46 0.18 0.06
H 5.2870 -9.3753 6.8704 -0.29 0.18 -0.27 0.08
H 6.5075 -8.1471 6.5721 0.03 0.20 0.21 0.08
H 3.0338 -8.7910 11.5397 -0.51 -0.32 -0.50 0.08
H 3.9537 -10.0059 12.3348 0.38 -0.09 -0.03 0.07
H 3.0596 -10.6168 10.9924 -0.98 0.50 0.08 0.08
H 2.5315 -8.3925 8.6923 -0.41 -0.15 -0.13 0.10
C 0.9650 -8.7735 -2.3476 -2.19 2.17 -1.95 -0.29
C 0.1970 -9.9466 -2.9072 0.46 -1.41 1.90 -0.19
O 0.4071 -11.0894 -2.0001 -0.01 0.14 -0.73 -0.09
O 2.3048 -8.6781 -2.7041 1.27 -1.06 0.60 -0.04
H 0.6188 -8.5039 -1.3499 0.84 -0.65 0.62 0.12
H 0.6477 -7.8946 -2.9089 -0.96 0.18 -0.10 0.12
H 0.4769 -10.1660 -3.9376 0.04 -0.09 -0.01 0.12
H -0.8859 -9.8851 -2.7999 0.10 0.77 -0.36 0.12
H 1.3076 -11.4187 -2.0484 0.10 0.01 -0.16 0.06
H 2.7284 -9.5253 -2.5476 0.37 -0.05 0.18 0.08
C -9.6821 4.5725 1.6174 -0.99 0.85 0.86 -0.20
C -9.8312 6.1598 1.8295 -0.66 -0.94 -0.35 -0.21
O -10.7849 6.6178 2.8248 1.09 -0.84 -0.67 -0.08
O -10.9239 3.8253 1.4221 1.17 1.19 0.19 -0.08
H -9.2092 4.1826 2.5188 -0.24 -0.15 0.02 0.11
H -9.0103 4.3530 0.7876 0.11 0.34 -0.12 0.11
H -10.1258 6.6506 0.9019 0.11 -0.20 -0.38 0.10
H -8.8366 6.5409 2.0616 -0.08 -0.02 0.35 0.11
H -11.6312 6.5631 2.3750 -0.21 -0.06 0.25 0.07
H -11.1970 4.0668 0.5340 -0.30 -0.17 -0.14 0.07
C 5.8273 -4.2430 -6.7849 1.44 -0.42 0.28 -0.23
C 5.9606 -5.6662 -7.4064 -0.87 1.25 -1.11 -0.23
O 4.7267 -6.3876 -7.4070 0.58 0.15 0.88 -0.07
O 5.7096 -4.4016 -5.3695 -0.15 0.15 0.02 -0.08
H 5.1800 -3.4484 -7.1563 -0.96 -0.81 -0.37 0.12
H 6.7788 -3.7285 -6.9190 0.47 -0.33 0.07 0.11
H 6.7627 -6.1601 -6.8580 -0.13 -0.18 0.15 0.12
H 6.2188 -5.6754 -8.4654 0.33 0.50 0.03 0.11
H 4.6089 -6.5820 -6.4743 -0.55 -0.41 0.10 0.07
H 4.8175 -4.6819 -5.1522 -0.16 0.10 -0.02 0.08
C 9.5920 -2.3345 -0.0412 1.39 -2.17 0.19 -0.24
C 10.3107 -3.6716 -0.4998 0.08 0.78 0.03 -0.22
O 10.4820 -3.6543 -1.9300 0.22 0.04 0.66 -0.08
O 8.2805 -2.3493 -0.5062 -0.89 0.41 0.27 -0.06
H 10.1790 -1.4553 -0.3068 0.02 -0.02 -0.72 0.11
H 9.6157 -2.2905 1.0476 -0.58 -0.26 0.13 0.11
H 9.8566 -4.6218 -0.2189 -1.17 0.34 0.09 0.11
H 11.2524 -3.8500 0.0193 0.62 0.85 -0.50 0.11
H 9.6301 -3.8850 -2.3078 0.01 -0.15 -0.11 0.07
H 8.2396 -2.3832 -1.4647 0.28 0.17 -0.05 0.08
C -10.8634 -5.1822 -5.0593 -1.61 2.53 1.62 -0.29
C -11.7218 -3.8678 -5.0266 0.91 1.19 2.04 -0.22
O -11.1667 -2.7276 -5.7252 0.27 -1.42 -0.29 -0.08
O -10.8561 -5.5892 -6.3294 0.55 -1.86 -3.80 -0.05
H -11.2955 -5.9423 -4.4084 0.08 0.21 0.47 0.12
H -9.8470 -4.9211 -4.7646 0.06 -0.04 0.32 0.12
H -11.6392 -3.5013 -4.0034 -0.51 -0.28 0.46 0.10
H -12.7819 -3.9012 -5.2777 0.04 -0.82 -0.21 0.11
H -10.6121 -3.1412 -6.3908 0.17 0.38 -0.57 0.06
H -11.4051 -6.3655 -6.4621 0.04 0.13 -0.06 0.10
```
Forces are in eV/Å.